1.
23
Properties=species:S:1:pos:R:3:forces:R:3:lowdin_charge:R:1 method="wB97M-V/def2-TZVPD" homo_lumo_gap_ev=8.23 smiles="CC(C)N(C)C[P@@](=O)([O-])O" charge=-1 multiplicity=1 lumo_energy_ev=3.55 e_above_lowest_ev=1.864
C -1.930589 -0.870110 0.900080 -2.728 3.049 -3.613 -0.06
C -1.388189 -0.163831 -0.336430 -0.086 1.009 -1.504 -0.48
C -1.199409 -1.133400 -1.548730 -1.273 1.077 0.470 -0.09
N -0.125795 0.458631 -0.017117 2.245 -0.297 -0.725 -0.22
C 0.212000 1.515173 -0.989266 -0.332 0.881 -0.233 -0.16
C 1.156118 -0.593091 0.112514 -2.172 3.877 3.307 -0.12
P 2.467128 0.244062 1.249299 -1.262 0.561 -0.279 0.20
O 3.446962 -0.765299 1.671931 0.204 -1.106 0.298 -0.37
O 2.888298 1.513477 0.620802 0.565 1.069 -1.135 -0.39
O 1.574289 0.805085 2.515651 -0.119 -2.058 0.635 -0.20
H -1.345434 -1.629485 1.102494 3.049 -3.899 1.262 0.00
H -1.866946 -0.127168 1.643857 -0.791 0.537 1.310 0.07
H -2.878254 -1.270554 0.510241 -0.332 0.249 1.159 0.09
H -2.139926 0.779882 -0.682716 1.781 -2.569 0.954 0.17
H -0.819749 -2.106114 -1.225629 0.724 0.377 -0.211 0.07
H -0.669654 -0.569353 -2.357802 -0.254 -1.075 0.612 0.07
H -2.211624 -1.364930 -1.848469 -0.421 -0.090 -0.756 0.05
H 0.476725 1.188657 -2.127620 -0.321 0.625 2.508 0.11
H -0.632858 2.298839 -1.041188 0.767 -1.446 -0.110 0.08
H 0.992916 2.090164 -0.460930 0.397 -0.439 -1.109 0.05
H 0.813645 -1.406820 0.754106 0.102 -0.483 -1.039 0.07
H 1.646195 -0.624254 -0.810107 0.391 -1.122 -1.548 0.05
H 1.534150 1.730439 2.365032 -0.134 1.273 -0.252 0.01



2.
20
Properties=species:S:1:pos:R:3:forces:R:3:lowdin_charge:R:1 method="wB97M-V/def2-TZVPD" homo_lumo_gap_ev=8.56 charge=+1 multiplicity=1 lumo_energy_ev=-6.09 e_above_lowest_ev=2.944
C 1.993182 0.868803 -0.350210 0.705 1.028 -0.566 0.04
C -0.938280 0.462198 -2.478736 1.669 -0.434 -0.404 -0.13
C -1.006160 -1.124425 3.004223 -0.370 0.549 -1.100 -0.15
C 0.546150 0.828060 -2.316759 -1.904 3.166 -1.320 -0.27
C 0.172700 -0.977967 1.884549 -1.318 -2.474 0.372 -0.52
N 0.964255 0.534666 -0.975906 -1.092 -2.282 1.085 -0.05
P -0.716708 -1.132962 0.259251 1.097 2.685 0.802 1.13
H 2.240109 0.573948 0.652448 -0.432 -0.505 0.440 0.07
H 2.729747 1.556067 -0.758166 0.027 0.073 -0.431 0.11
H -1.446288 0.841626 -1.647762 -1.009 0.940 1.146 0.01
H -1.302413 0.990512 -3.384532 -0.137 -1.282 0.332 0.11
H -0.943040 -0.633619 -2.329717 -0.728 0.273 -1.177 0.04
H -1.683751 -2.026809 2.827450 0.875 1.246 0.131 0.08
H -0.634829 -1.195227 4.070687 -0.123 0.237 -1.452 0.10
H -1.568311 -0.156097 2.805492 0.185 -1.353 0.954 0.07
H 0.519859 1.957588 -2.581143 0.742 -1.425 1.040 0.16
H 1.051702 0.409513 -3.171939 0.997 -0.697 0.423 0.12
H 0.826610 -1.876144 1.939366 0.059 0.968 0.138 0.07
H 0.636203 -0.022962 2.029736 0.476 0.311 0.019 0.04
H -1.440738 0.123230 0.521669 0.279 -1.025 -0.433 -0.04



3.
20
Properties=species:S:1:pos:R:3:forces:R:3:lowdin_charge:R:1 method="wB97M-V/def2-TZVPD" homo_lumo_gap_ev="7.54 / 8.13" charge=+1 multiplicity=1 lumo_energy_ev="-4.56 / -4.48" e_above_lowest_ev=4.470
C 2.955090 0.168413 0.858097 3.090 -0.752 -3.660 -0.43
C -0.111674 2.477439 -0.103961 0.375 -5.077 0.397 -0.04
C -0.660766 -2.465367 0.102378 3.467 -0.883 2.060 -0.08
C -1.111931 1.296847 -0.648596 -0.546 1.293 1.480 -0.21
C -0.630684 0.060367 0.037076 1.737 -1.463 -3.228 -0.21
N -1.133704 -1.248910 -0.536895 1.169 0.035 -3.144 -0.06
P 2.131714 -0.378013 -0.466608 -0.993 0.860 0.528 0.90
H 4.118716 0.323810 0.785903 -2.256 -0.463 -0.138 0.06
H 2.635323 0.280750 1.801225 -1.492 0.770 3.290 -0.06
H -0.647848 3.034995 0.556655 -1.391 1.614 2.003 0.03
H 0.691346 1.860981 0.472509 -1.208 1.627 -0.965 0.05
H 0.348809 3.116181 -0.776640 0.714 0.812 -1.759 0.05
H -1.141643 -3.348888 -0.203838 -0.908 -0.803 -1.006 0.08
H 0.477292 -2.666874 0.001315 -1.925 0.797 -0.189 0.10
H -0.824788 -2.451377 1.192402 -0.078 0.532 -0.387 0.11
H -2.221678 1.497599 -0.356804 1.737 -0.044 -0.057 0.14
H -1.216965 1.185651 -1.719647 0.654 -0.050 -0.390 0.09
H -0.599429 -0.095582 1.051863 -0.081 0.304 2.363 0.07
H -0.938736 -1.338287 -1.647198 -0.633 0.557 3.157 0.25
H -2.118438 -1.309729 -0.399243 -1.433 0.334 -0.355 0.15



4.
20
Properties=species:S:1:pos:R:3:forces:R:3:lowdin_charge:R:1 method="wB97M-V/def2-TZVPD" homo_lumo_gap_ev=3.42 multiplicity=1 lumo_energy_ev=-4.23 e_above_lowest_ev=9.390
C 0.862199 0.386489 -1.615562 -1.495 -0.905 0.537 -0.37
N -0.252936 0.329508 -2.555179 3.508 1.238 -0.843 0.15
C -1.775998 -1.118899 -0.081662 3.131 -1.445 -1.274 -0.27
C -1.864927 0.148672 -0.480134 -2.314 0.920 -0.070 -0.08
S 1.359929 -0.201579 2.182440 1.738 -2.879 0.350 0.32
C -1.693014 -1.387320 1.381922 -0.831 -1.403 -0.705 -0.16
C 1.515426 1.799431 -1.257842 0.039 0.497 -1.771 -0.05
H 0.407646 0.051153 -0.683488 0.446 0.317 0.425 0.02
H 1.537481 -0.443820 -1.874992 0.717 0.798 -0.021 0.12
H 0.341366 0.070352 -3.413146 -1.719 -0.170 0.739 0.08
H -1.153716 -1.903559 -0.821583 -2.772 1.650 1.672 0.17
H -2.321097 0.470384 -1.408754 0.933 -0.176 -0.315 0.05
H -1.830859 0.946557 0.285087 -0.326 -0.405 -0.170 0.09
H 0.789965 0.848177 1.857025 -1.745 3.080 -0.843 -0.42
H -0.667029 -0.934046 1.653852 -1.296 -0.672 0.700 -0.05
H -2.668703 -1.016571 1.855958 1.886 -0.141 -0.190 0.10
H -1.722576 -2.515238 1.425645 0.415 1.147 0.771 0.08
H 2.390158 1.994532 -1.943401 -0.876 -0.214 0.725 0.08
H 0.786214 2.654293 -1.426767 0.749 -1.209 0.459 0.09
H 1.860722 1.726237 -0.218554 -0.188 -0.029 -0.176 0.04



5.
21
Properties=species:S:1:pos:R:3:forces:R:3:lowdin_charge:R:1 method="wB97M-V/def2-TZVPD" homo_lumo_gap_ev=3.77 multiplicity=1 lumo_energy_ev=-3.07 e_above_lowest_ev=5.272
N -2.383694 1.884938 0.539646 -0.860 -1.778 0.452 0.03
C -1.582551 1.153162 -0.509065 -0.983 0.398 0.451 -0.38
C -2.047028 -0.155256 -0.917905 -1.745 -1.225 2.247 -0.38
S -2.329429 -1.363268 0.329237 0.628 1.172 -0.933 0.86
S 2.062296 1.369900 0.387517 -0.853 0.138 -0.434 0.50
C 1.984333 0.170857 -0.932268 -0.552 0.117 -0.707 -0.74
C 1.780432 -1.268429 -0.440904 -0.192 0.141 -1.144 -0.37
C 2.826156 -1.651379 0.568191 0.094 -1.491 1.451 -0.17
H -2.307924 1.358363 1.420794 0.760 0.648 -0.024 0.05
H -3.368120 1.618875 0.380128 0.185 0.724 -0.531 0.07
H -1.545863 1.824778 -1.321530 0.256 0.572 -1.124 0.10
H -0.603691 1.034032 -0.090918 1.727 0.203 0.505 0.03
H -2.789779 -0.349875 -1.673853 0.679 0.081 -1.146 0.05
H -1.966344 -0.509076 1.302960 0.219 -0.529 0.224 -0.11
H 1.190855 0.425802 -1.686805 -0.251 -0.062 0.716 0.06
H 2.809519 0.296532 -1.638946 0.632 -0.228 0.425 0.06
H 1.729939 -1.927656 -1.342888 0.274 0.201 0.702 0.11
H 0.784159 -1.286099 -0.016735 -0.295 -0.175 0.358 0.05
H 3.814065 -1.636068 0.108898 0.094 -0.433 -0.011 0.07
H 2.881335 -0.901311 1.354483 -0.169 0.189 -0.039 0.01
H 2.633782 -2.630930 1.162839 0.353 1.336 -1.438 0.10



6.
19
Properties=species:S:1:pos:R:3:forces:R:3:lowdin_charge:R:1 method="wB97M-V/def2-TZVPD" homo_lumo_gap_ev="11.72 / 8.61" s2=0.75 multiplicity=2 lumo_energy_ev="1.08 / -1.51" e_above_lowest_ev=0.407
C 1.102144 -1.706671 0.672556 0.872 0.478 0.350 -0.32
O -0.016377 -1.310016 -0.002653 0.147 -0.629 0.171 0.01
C 1.566113 -0.627751 1.670436 -0.444 0.413 0.069 -0.24
C 1.990287 0.649438 0.941890 0.104 -0.444 -0.437 -0.10
H 1.947565 -1.968423 0.022597 -0.148 -0.160 -0.272 0.11
H 0.859019 -2.602269 1.267666 -0.295 -0.049 -0.157 0.14
H 2.396311 -0.984228 2.289460 -0.228 -0.180 -0.052 0.11
H 0.694784 -0.423258 2.303119 0.249 0.023 0.144 0.11
H 2.199279 1.484958 1.610791 -0.071 -0.102 -0.010 0.07
H 1.225213 0.927771 0.215871 -0.094 0.230 0.163 0.06
H 2.887026 0.441019 0.348444 0.050 0.118 0.124 0.08
C -1.400980 1.005264 -1.179433 -0.925 -0.156 -0.081 -0.18
C -2.773114 0.526616 -1.688535 0.080 0.599 0.115 -0.16
H -0.607274 0.833366 -1.901154 0.110 -0.020 0.010 0.06
H -1.231894 0.424496 -0.278740 0.463 0.233 0.016 0.03
H -1.441609 2.063167 -0.923254 0.095 0.055 -0.008 0.06
H -2.726662 -0.503120 -2.040497 -0.100 0.005 0.056 0.06
H -3.474126 0.609924 -0.854929 -0.090 -0.295 -0.068 0.06
H -3.195705 1.159716 -2.473643 0.226 -0.120 -0.132 0.06